(1)
Density functional theory data (ωB97M-V/def2-TZVPD) for a cluster of 21 separate species, H43O21 in total.

Geometry (Å):
1 O -2.276876 -1.635292 0.541855
2 H 0.063473 1.501234 4.208911
3 H -1.089073 -1.960931 -3.282741
4 O 1.446565 -3.095772 0.388435
5 H 1.195809 -4.039380 0.289694
6 H -2.539591 -0.030138 2.117598
7 O -3.006612 -2.810716 -1.677860
8 H -3.785161 -3.344523 -1.878086
9 H 3.977368 -0.712350 2.060134
10 O -2.858194 2.612373 -1.564142
11 H 4.721226 -1.914562 1.589894
12 H 1.656373 3.701689 -1.144772
13 O -0.419023 -4.836869 -1.060050
14 H 3.722410 2.414249 -0.549419
15 H 0.110198 -5.207623 -1.786860
16 O 4.242929 -1.182500 1.239677
17 H -2.265126 2.963791 -0.765463
18 H 1.998044 1.053562 3.698138
19 O 1.469178 3.320923 2.739881
20 H -1.230777 -4.437436 -1.367090
21 H 1.864384 4.164906 2.849530
22 O -2.689625 0.760560 1.496879
23 H -1.438679 -1.714319 -0.024016
24 H -3.674776 1.045597 1.038138
25 O 1.234250 0.520702 1.031501
26 H -0.664469 3.033344 0.790954
27 H 0.904546 1.004060 1.835651
28 O 3.259191 1.674519 -0.248823
29 H -0.902718 2.558631 3.888393
30 H 3.714574 0.993397 0.151861
31 O 3.809982 -2.481139 -1.429770
32 H 4.574924 -3.024683 -1.248795
33 H 3.984219 -1.635862 -1.075268
34 O 0.383412 -2.477584 4.171884
35 H 1.220032 -2.539571 4.553289
36 H 0.140170 -3.194185 3.632978
37 O -1.544653 2.937513 1.107589
38 H 0.783753 -0.306289 1.182774
39 H -1.573332 2.526379 1.944893
40 O 2.042552 0.115238 3.658028
41 H 2.425900 -0.072998 2.820493
42 H -2.195932 0.251320 0.786871
43 O -0.872154 -1.017489 -3.412877
44 H -1.181172 -0.874159 -1.468863
45 H 2.169766 -3.036080 -0.252713
46 O 1.590571 -1.026150 -3.989064
47 H -2.609210 1.645683 -1.360293
48 O -1.312083 1.311514 -4.526824
49 H -0.899453 2.142847 -4.210475
50 H -2.185305 1.717404 -4.653769
51 O -1.173697 -0.056096 -0.948886
52 H -0.429167 0.387581 -1.360794
53 H -2.789704 -2.503414 0.566867
54 O 1.218388 4.444329 -0.752710
55 H 1.807894 3.159907 1.867946
56 H 1.722285 5.209182 -0.857573
57 O -4.540960 1.088355 -0.120682
58 H -4.352337 0.478630 -0.842479
59 H -4.385449 2.043498 -0.505730
60 O -0.247377 1.979605 3.454171
61 H -3.060525 -2.537906 -0.713903
62 H -0.779340 -1.269018 -4.370427
63 H 1.235207 -0.129654 -3.803359
64 H 1.520133 -0.873074 -4.979003

Force components x, y, z for each atom (eV/Å):
O 0.120 -1.884 -0.143
H 0.479 -0.962 0.646
H -0.099 0.100 1.483
O -0.083 -0.990 -0.068
H -0.234 0.888 0.141
H -1.423 1.545 -0.097
O -0.069 -0.011 1.187
H 0.052 0.057 0.015
H 0.331 -0.361 -0.851
O 2.422 -1.272 3.288
H 0.655 -1.062 0.222
H 0.574 -0.412 -0.372
O 0.738 -0.493 0.387
H 1.954 1.064 -0.348
H -0.753 0.398 0.152
O -0.786 1.533 0.627
H -1.850 -0.274 -2.125
H 0.253 1.454 0.026
O 0.606 0.028 -0.266
H -0.129 0.017 -0.649
H 0.523 1.571 0.806
O 0.595 -2.322 0.720
H -1.532 -0.372 1.581
H 0.738 -1.322 -0.444
O -0.748 0.971 1.216
H 1.400 0.191 0.233
H 0.433 -0.217 -1.038
O -3.760 1.013 -0.944
H 0.440 0.028 -0.437
H 2.050 -1.806 1.125
O -0.785 -1.594 -0.755
H 0.295 -0.045 0.049
H 0.378 1.499 0.757
O -2.373 2.187 0.157
H 2.047 -0.598 0.574
H 0.231 -1.564 -0.812
O -1.510 1.258 -1.921
H -0.065 -0.948 -0.249
H 0.638 -0.712 1.093
O -0.214 -1.025 1.439
H 0.072 -0.199 -1.181
H -0.198 1.178 -0.724
O -1.131 -2.504 -1.786
H -0.341 0.482 -0.574
H 0.236 0.478 -0.055
O -0.006 1.821 -2.471
H -0.348 1.659 -1.204
O -0.203 1.937 0.242
H 0.395 -0.783 -0.140
H -0.177 -0.763 -0.235
O 0.039 0.024 0.137
H 0.350 0.391 0.097
H 1.790 1.482 1.215
O -2.017 -1.542 0.908
H 0.170 -0.755 -1.171
H 1.398 1.766 -0.438
O -0.025 2.500 0.358
H 0.059 -0.066 -0.051
H -0.117 -2.167 0.368
O -2.284 -0.193 0.519
H -0.411 -0.313 -2.952
H 0.350 1.867 0.621
H 0.221 -0.815 0.841
H 0.638 -1.038 1.272

Its total charge is +1. The LUMO energy comes out at -2.82 eV. The value obtained for the max |F| is 4.3 eV Å⁻¹. Its energy above the lowest of the compared OMol25 structures with the same formula, charge and spin is 656.12 kJ/mol. As for the calculated total energy: -1605.43122 Ha. The HOMO-LUMO gap is 9.81 eV.

=====

(2)
Density functional theory data (ωB97M-V/def2-TZVPD) for a cluster of 21 separate species, H43O21 in total.

Geometry (Å):
1 O -4.437127 -0.488976 -0.280642
2 H -4.100082 -0.683935 0.658285
3 H -4.461384 -1.283195 -0.834639
4 O -2.853613 0.235470 -1.972286
5 H -1.997700 0.683709 -1.632796
6 H -3.172964 -0.434308 -1.225581
7 O -1.712865 -3.647000 2.145095
8 H -1.121865 -3.483866 2.963606
9 H -1.851865 -4.399761 1.551941
10 O 2.076910 1.156591 -0.516422
11 H -0.833002 1.519774 0.038877
12 H 4.968029 0.659711 0.836843
13 O -1.060230 2.135352 4.403690
14 H -0.581434 2.876668 4.796135
15 H -1.907835 2.147708 4.875919
16 O -0.887623 0.754815 -0.535961
17 H 1.566062 1.725295 -1.083742
18 H -0.985241 -0.094838 -0.095186
19 O 0.975331 4.013517 -1.692954
20 H 1.707433 4.492680 -2.066518
21 H 0.854510 3.167069 -2.108431
22 O 5.042314 -1.801186 -1.964296
23 H 4.601215 -0.974015 -1.728889
24 H 4.725369 -2.412666 -2.625424
25 O -1.584680 2.478905 -3.633231
26 H -0.822413 2.786369 -4.144264
27 H -1.216669 2.077046 -2.851471
28 O -0.890420 -0.780261 3.605021
29 H -0.761286 -0.763427 2.652775
30 H -1.036373 0.129973 3.894048
31 O -0.450188 -1.248390 -1.881544
32 H 0.360499 -0.730654 -1.989901
33 H -0.078742 -2.141263 -1.948209
34 O 2.979814 2.681500 -2.663811
35 H 3.624017 2.760797 -1.961762
36 H 3.131779 3.050565 -3.537908
37 O 0.099794 -4.033181 -1.354118
38 H 0.327921 -4.961032 -1.398698
39 H -0.464995 -3.962044 -0.574808
40 O 1.464427 -1.291606 -0.077605
41 H 2.321122 -1.725456 0.017910
42 H -1.827587 -3.309772 0.367577
43 O -0.746968 -3.542131 4.478210
44 H -1.089923 -4.394332 4.159328
45 H 1.496269 -0.313122 0.049786
46 O -2.365963 3.152608 -1.003213
47 H 2.661163 0.702152 -1.138572
48 O 1.735468 3.109005 4.236815
49 H 2.488062 2.501890 4.183746
50 H 1.242599 2.794093 3.469683
51 O -2.468217 -3.517964 -0.340522
52 H -2.194989 -3.271873 -1.230584
53 H -3.500027 0.958443 -2.016940
54 O 4.894636 1.431876 0.277233
55 H -1.550926 -3.296666 4.976719
56 H 5.598322 2.067097 0.437105
57 O 2.483779 -0.025792 -3.133523
58 H 3.320582 -0.445455 -3.375828
59 H 2.461995 0.857970 -3.519621
60 O -3.335474 -0.958205 1.982571
61 H -3.069212 -0.204248 2.519536
62 H -2.622612 -1.631550 2.047855
63 H -3.009857 3.744467 -1.395758
64 H -2.157071 3.399055 -0.090650

Force components x, y, z for each atom (eV/Å):
O 0.513 -0.226 -0.071
H -0.265 -0.441 -0.927
H -0.781 -0.505 0.952
O 0.602 -0.095 -0.375
H -0.148 -0.754 0.364
H -0.204 1.859 -0.481
O -0.381 1.548 -0.341
H -0.439 -0.776 -1.434
H 0.644 -0.417 1.412
O 0.308 0.176 0.457
H -0.093 -0.239 0.478
H 0.472 0.126 0.336
O -0.706 0.058 0.191
H 0.357 -0.170 -0.013
H 0.243 -0.005 -0.183
O 0.043 0.849 -0.572
H -0.190 0.398 -0.111
H 0.455 -0.065 0.254
O -1.495 0.697 1.283
H 0.350 -0.362 -0.378
H 0.471 0.111 -0.642
O 1.323 0.192 1.078
H -0.447 -0.747 -0.838
H -0.887 0.590 -0.162
O 0.049 0.132 -0.637
H -0.321 -0.069 0.078
H 0.286 0.066 0.375
O -0.353 -0.139 0.029
H 0.351 0.176 0.058
H 0.378 0.227 -0.056
O -0.037 -0.451 -0.702
H -0.131 0.046 0.169
H -0.178 -0.132 0.113
O -1.184 -0.738 -0.710
H 0.723 0.390 -0.376
H 1.079 0.370 0.542
O 0.043 0.201 0.110
H 0.132 -0.281 -0.181
H 0.294 -0.145 -0.203
O -0.419 -0.413 0.445
H -0.105 0.539 0.195
H -0.302 0.813 -0.729
O -1.102 -0.783 0.269
H 0.691 -0.503 0.568
H 0.732 -0.811 -0.175
O 0.355 -0.872 0.283
H -0.082 0.021 -0.115
O 0.161 -0.554 -0.488
H 0.072 0.300 0.468
H -0.262 0.274 -0.027
O -0.640 -0.099 0.186
H 0.489 0.048 0.293
H -0.299 -0.164 0.132
O -0.503 0.331 -0.799
H 0.637 0.652 -0.015
H 0.169 -0.466 0.379
O -0.082 -0.458 0.170
H -0.241 0.260 -0.236
H 0.402 -0.148 0.121
O 0.508 -0.221 0.036
H 0.067 -0.255 0.166
H -0.662 0.156 0.193
H 0.077 0.421 0.276
H -0.535 0.481 -0.484

Its total charge is +1. The LUMO energy comes out at -2.71 eV. The value obtained for the max |F| is 2.1 eV Å⁻¹. Its energy above the lowest of the compared OMol25 structures with the same formula, charge and spin is 488.61 kJ/mol. As for the calculated total energy: -1605.49502 Ha. The HOMO-LUMO gap is 10.38 eV.

=====

(3)
Density functional theory data (ωB97M-V/def2-TZVPD) for a structure of composition H4INP2.

Geometry (Å):
1 N -1.229843 -0.445542 -0.688272
2 P 1.316875 0.578446 0.071987
3 P -0.100233 -0.993731 0.423481
4 I -3.026225 0.178737 0.052256
5 H -0.580092 0.999287 -1.378845
6 H 0.783185 1.415487 1.054206
7 H 2.335468 0.163602 0.934602
8 H 0.500863 -1.896286 -0.469412

Force components x, y, z for each atom (eV/Å):
N 0.234 3.714 -2.275
P 0.158 0.414 -0.376
P 0.036 -0.821 0.658
I -0.012 0.052 0.130
H -1.190 -3.346 1.486
H -0.212 0.308 0.218
H 0.550 -0.109 0.197
H 0.436 -0.212 -0.038

The LUMO energy (alpha / beta) comes out at -1.18 / -1.18 eV. The value obtained for the max |F| is 4.4 eV Å⁻¹. Its energy above the lowest of the compared OMol25 structures with the same formula, charge and spin is 307.42 kJ/mol. As for the calculated total energy: -1037.38557 Ha. The HOMO-LUMO gap (alpha / beta) is 7.62 / 7.62 eV.

=====

(4)
Density functional theory data (ωB97M-V/def2-TZVPD) for the molecule H4INSi.

Geometry (Å):
1 N 0.355767 -0.662552 -0.573377
2 Si -0.620229 0.325753 0.454761
3 I -2.985469 -0.754669 0.943703
4 H 0.833658 -1.475689 -0.480500
5 H 0.716745 -0.127179 -1.326864
6 H -0.691002 1.470838 -0.550594
7 H -0.361042 0.869073 1.783926

Force components x, y, z for each atom (eV/Å):
N -1.796 2.710 0.923
Si -1.296 -0.094 -1.705
I 1.441 0.594 -0.366
H 1.349 -2.864 0.743
H 0.206 0.364 -0.665
H -0.390 -0.403 0.836
H 0.486 -0.307 0.234

The LUMO energy comes out at 0.50 eV. The value obtained for the max |F| is 3.4 eV Å⁻¹. Its energy above the lowest of the compared OMol25 structures with the same formula, charge and spin is 13.89 kJ/mol. As for the calculated total energy: -644.37133 Ha. As for the SMILES: N[SiH2]I. The HOMO-LUMO gap is 9.87 eV.